# 1
Computed, not measured: a molecular structure, C8H8F8O4Tm in a non-equilibrium geometry, with the ωB97M-V functional and the def2-TZVPD basis.

Atoms and positions in Å:
Tm  -4.305  -1.001  2.407
H  -4.821  0.594  -0.478
O  3.800  -0.426  0.687
H  4.293  0.583  -1.105
H  4.929  -1.918  -1.431
F  -5.037  -1.196  0.648
C  3.685  0.735  -0.226
O  4.109  -2.011  -0.907
F  -2.542  -0.613  -1.765
F  -2.757  -1.894  0.013
O  1.484  0.991  0.604
F  -0.369  -0.908  0.071
C  2.258  1.034  -0.582
C  -0.776  0.199  0.714
C  -4.525  -0.444  -0.561
F  -3.024  0.736  1.457
H  2.259  2.041  -0.988
O  4.603  -2.364  1.158
C  -2.967  -0.685  -0.524
H  -0.040  1.805  -0.513
F  -0.823  -0.092  2.044
H  -0.059  2.118  1.235
C  0.144  1.382  0.466
F  -5.054  -1.038  -1.553
C  -2.266  0.464  0.285
F  -2.386  1.552  -0.461
H  1.883  0.346  -1.332
H  4.118  1.545  0.338
C  4.184  -1.536  0.296

Calculated values
Energy = -2493.48400 hartree
Gap between HOMO and LUMO (alpha / beta) = 0.3068 / 0.2410 Ha
Total charge = +3
Highest occupied orbital energy (alpha / beta) = -19.51 / -19.49 eV
Multiplicity = 3

***

# 2
Computed, not measured: 7 unconnected molecules or ions with the total composition C6H29N2O6 in a non-equilibrium geometry, with the ωB97M-V functional and the def2-TZVPD basis.

Atoms and positions in Å:
C  -0.539  -1.681  -0.519
H  1.099  -1.000  1.310
H  1.663  1.185  1.185
H  -2.274  1.570  0.337
H  -2.483  1.777  -1.379
O  -0.738  -0.220  3.204
C  2.286  0.632  0.452
H  -0.067  0.306  -0.617
H  -0.255  -2.350  0.471
H  -2.188  -0.244  -1.879
H  1.920  -1.366  -2.117
O  1.180  1.957  -3.098
H  -0.046  -2.089  3.049
O  -1.059  2.883  1.995
H  2.277  -3.960  -0.513
H  2.980  -2.820  0.093
C  -2.630  -0.220  -0.924
H  -1.065  2.404  2.932
O  2.600  -3.063  -0.775
H  3.445  0.758  0.738
H  0.612  -1.071  -2.879
H  -2.041  -0.845  0.933
H  -1.691  0.096  3.126
H  1.707  2.248  -3.677
H  1.082  2.516  -2.327
H  -3.577  -0.775  -1.212
H  2.274  1.162  -0.499
H  -1.076  -3.142  2.784
N  -1.938  -1.107  -0.049
H  -4.024  1.423  -0.270
C  -2.884  1.303  -0.567
C  1.574  -0.779  0.273
O  -0.256  -2.786  2.391
O  0.386  2.912  -0.752
H  0.621  3.105  0.221
N  1.113  -0.742  -2.084
H  -0.400  2.375  -0.799
H  -0.566  3.652  2.216
H  -0.710  -2.340  -1.540
H  -0.463  0.277  4.066
C  0.465  -0.669  -0.781
H  2.421  -1.446  -0.061
H  1.265  0.177  -2.459

Calculated values
Energy relative to the best compared isomer or geometry (same formula, charge and spin) = 133.30 kcal/mol
Energy = -806.57059 hartree
Gap between HOMO and LUMO = 0.3128 Ha
Total charge = +1
Highest occupied orbital energy = -11.26 eV
Multiplicity = 1

***

# 3
Computed, not measured: 5 unconnected molecules or ions with the total composition C2H12O5 in a non-equilibrium geometry, with the ωB97M-V functional and the def2-TZVPD basis.

Atoms and positions in Å:
O  -1.117  -1.460  0.990
C  1.596  0.090  -1.502
H  0.732  1.923  -1.973
O  1.598  -0.438  -2.747
O  1.492  -0.813  2.184
H  2.198  -0.373  -0.717
H  -0.383  -1.054  1.475
H  1.662  -1.093  1.263
H  -2.793  0.046  -1.399
H  2.302  -0.971  2.649
O  -1.200  1.301  1.804
H  -1.739  -1.755  1.664
O  -2.703  0.460  -0.524
C  1.045  1.267  -1.174
H  1.407  -1.375  -2.737
H  -1.612  1.165  0.934
H  -2.271  -0.237  -0.001
H  -0.677  2.109  1.672
H  0.864  1.382  -0.116

Calculated values
Energy relative to the best compared isomer or geometry (same formula, charge and spin) = 27.87 kcal/mol
Energy = -459.54932 hartree
Gap between HOMO and LUMO = 0.3531 Ha
Total charge = 0
Highest occupied orbital energy = -9.23 eV
Multiplicity = 1

***

# 4
Computed, not measured: a molecular structure, FeH8IO4 in a non-equilibrium geometry, with the ωB97M-V functional and the def2-TZVPD basis.

Atoms and positions in Å:
H  2.947  -0.303  -0.209
H  1.459  -0.501  -0.015
H  -2.687  -1.511  -1.188
H  -0.229  0.422  -0.621
O  -1.751  -1.319  -1.239
H  0.413  0.893  -1.909
Fe  0.501  -1.896  2.263
H  -1.514  -1.040  -0.354
O  -0.366  1.009  -1.365
H  0.027  2.292  1.839
O  2.296  -0.963  0.030
H  -0.409  1.232  0.851
O  -0.498  2.164  1.049
I  -0.188  -0.480  0.867

Calculated values
Energy relative to the best compared isomer or geometry (same formula, charge and spin) = 133.52 kcal/mol
Energy = -1866.55243 hartree
Gap between HOMO and LUMO (alpha / beta) = 0.2726 / 0.2481 Ha
Total charge = +1
Highest occupied orbital energy (alpha / beta) = -14.24 / -14.26 eV
Multiplicity = 5

***

# 5
Computed, not measured: a molecular structure, C39H41N5P2RuS2Se2 in a non-equilibrium geometry, with the ωB97M-V functional and the def2-TZVPD basis.

Atoms and positions in Å:
S  0.183  -0.642  -1.960
H  1.584  4.758  -3.071
H  -1.043  5.698  1.271
C  3.835  2.890  -0.544
H  1.157  -0.937  7.559
Se  -2.856  0.095  1.150
H  1.940  -4.092  1.433
C  2.732  2.625  2.581
N  -1.869  1.944  -0.690
H  4.487  2.372  0.145
C  5.284  -1.985  -0.166
C  4.799  3.041  3.930
C  0.548  0.742  6.381
H  5.337  4.312  -1.058
H  1.686  -1.653  1.372
H  0.515  3.800  1.254
H  3.588  1.248  3.991
Ru  -0.289  0.439  0.199
C  3.754  -0.774  1.233
H  1.111  -1.580  3.356
H  3.430  0.141  -2.013
C  -2.010  2.437  3.103
H  1.477  1.358  -3.497
C  -2.879  3.511  3.098
C  -1.236  -2.424  0.192
Se  -2.892  -1.658  -0.389
H  -2.049  -4.376  -0.097
C  -1.179  -3.808  0.204
C  -0.155  0.170  -3.471
P  1.912  1.114  0.245
C  3.928  1.990  3.262
H  -1.038  3.292  -2.021
H  5.208  -1.521  -2.255
H  4.207  3.688  4.577
H  -5.130  4.016  -1.031
N  1.856  1.685  1.848
C  0.945  -0.910  4.190
C  0.977  -0.562  6.563
H  -2.267  1.544  3.660
C  2.211  4.237  -2.362
C  3.242  -0.113  0.115
H  -3.814  3.446  3.632
H  3.903  5.510  -2.676
H  3.398  -0.526  2.227
C  4.793  -1.321  -1.279
H  4.534  1.457  2.528
C  1.021  -3.661  1.071
H  5.544  2.551  4.549
C  2.513  2.478  -0.749
C  0.306  1.223  5.107
N  -1.201  -0.276  -4.146
C  -2.537  4.684  2.432
N  -0.212  -1.651  0.602
C  4.769  -1.706  1.093
C  -2.988  1.614  -0.040
H  6.143  6.378  2.784
H  0.705  2.799  -1.823
C  4.322  3.987  -1.231
N  0.626  1.104  -3.975
C  -0.028  -4.447  0.621
C  0.506  0.396  3.995
C  -3.074  3.788  -1.631
H  5.174  -2.197  1.965
C  -4.178  2.320  -0.121
C  -1.320  4.781  1.768
H  -3.210  5.527  2.452
C  0.879  -2.288  1.049
P  0.340  1.124  2.359
C  3.785  -0.388  -1.137
C  5.580  5.707  3.428
C  3.513  4.659  -2.139
S  5.630  4.064  2.640
H  2.100  3.141  3.312
H  0.483  1.477  -4.904
H  1.508  -2.401  5.603
C  -0.441  3.709  1.768
H  -1.390  -0.006  -5.102
H  -3.056  4.644  -2.286
H  -0.017  2.248  4.989
H  0.399  1.388  7.230
H  -1.780  -0.993  -3.735
H  3.067  3.386  1.872
H  6.083  -2.704  -0.276
C  1.175  -1.386  5.463
C  1.720  3.150  -1.664
C  -0.783  2.531  2.436
H  0.033  -5.524  0.620
H  4.569  6.084  3.530
C  -1.929  3.024  -1.476
H  -5.042  1.993  0.439
C  -4.222  3.440  -0.937
H  6.068  5.687  4.396

Calculated values
Energy relative to the best compared isomer or geometry (same formula, charge and spin) = 0.00 kcal/mol
Energy = -8160.59243 hartree
Gap between HOMO and LUMO (alpha / beta) = 0.2089 / 0.1661 Ha
Total charge = +3
Highest occupied orbital energy (alpha / beta) = -14.33 / -14.33 eV
Multiplicity = 2